Below is a molecular structure, C27H44BrNOP2RuS at a distorted geometry, with properties calculated with ωB97M-V/def2-TZVPD.

Element x y z (Å)
C 7.676 -5.644 -2.004
C 6.329 -5.844 -2.361
C 6.017 -6.999 -3.104
C 7.046 -7.888 -3.453
N 8.314 -7.675 -3.102
C 8.637 -6.590 -2.398
C 5.310 -4.904 -1.989
C 4.437 -4.105 -1.703
C 3.423 -3.183 -1.329
C 3.411 -2.706 -0.005
C 2.377 -1.892 0.443
C 1.371 -1.556 -0.467
C 1.404 -1.909 -1.823
C 2.419 -2.771 -2.237
Ru 0.125 -0.201 0.306
P -1.017 -1.612 1.448
H 4.999 -7.213 -3.412
H 7.986 -4.776 -1.433
H 6.825 -8.792 -4.030
H 9.690 -6.455 -2.132
H 2.451 -3.149 -3.264
H 4.206 -2.991 0.687
H 0.641 -1.473 -2.474
H 2.353 -1.500 1.465
C -2.702 -1.048 1.842
C -3.712 -2.018 2.460
H -3.097 -0.677 0.881
H -2.586 -0.157 2.480
H -4.557 -1.414 2.817
H -4.101 -2.737 1.728
H -3.313 -2.573 3.316
C -1.202 -3.254 0.691
C -0.603 -4.432 1.453
H -0.716 -3.168 -0.293
H -2.271 -3.422 0.493
H -0.727 -5.346 0.855
H 0.471 -4.309 1.641
H -1.098 -4.595 2.419
C -0.048 -1.739 2.989
C -0.824 -2.224 4.210
H 0.383 -0.736 3.159
H 0.801 -2.408 2.782
H -0.122 -2.333 5.045
H -1.606 -1.521 4.513
H -1.291 -3.199 4.038
Br -1.658 1.423 -0.072
P -3.174 -3.281 -4.180
C -3.372 -3.762 -2.402
C -4.813 -4.111 -2.026
H -3.002 -2.939 -1.774
H -2.721 -4.632 -2.235
H -4.828 -4.695 -1.097
H -5.411 -3.207 -1.864
H -5.304 -4.704 -2.807
C -2.888 -1.458 -4.019
C -3.303 -0.702 -5.283
H -1.833 -1.256 -3.788
H -3.492 -1.132 -3.162
H -3.515 0.344 -5.033
H -2.512 -0.716 -6.042
H -4.206 -1.134 -5.727
C -1.423 -3.807 -4.441
C -1.310 -5.151 -5.159
H -0.911 -3.842 -3.468
H -0.954 -3.018 -5.046
H -0.316 -5.238 -5.612
H -1.439 -5.990 -4.465
H -2.059 -5.250 -5.954
C 2.741 1.973 3.033
S 1.639 1.453 1.600
C 0.967 3.101 1.301
O 2.453 1.182 0.319
H 2.117 2.464 3.790
H 3.453 2.680 2.598
H 3.205 1.098 3.505
H 1.782 3.819 1.368
H 0.574 3.096 0.285
H 0.203 3.217 2.069

Properties
Multiplicity: 5
E_HOMO (alpha / beta): -19.1 / -18.9 eV
Molecular weight: 673.64 g mol⁻¹
HOMO-LUMO gap (alpha / beta): 5.4 / 5.0 eV
Charge: +4
ΔE to the lowest compared entry with this formula, charge and spin: 0.2712 eV